# 1
ORCA calculation (ωB97M-V/def2-TZVPD) on a cluster of 2 separate species, ClH6N4P in total.

Each line ends with the Mulliken charge.
Positions of all 12 atoms, in Å:
N (1.55626, 1.73277, -0.34838)  -0.2728
N (-1.27038, -1.24060, 1.30625)  -0.5745
N (1.55004, 0.59166, 0.24197)  -0.3493
N (-1.40642, -1.65189, -0.05324)  -0.2218
P (-0.46937, -0.76095, -1.16901)  0.1740
Cl (-1.72657, 0.78644, -1.23831)  -0.2314
H (0.66936, 2.33280, -0.17807)  0.2439
H (2.07668, 1.96517, -1.18291)  0.2152
H (-0.33005, -0.89230, 1.45274)  0.2903
H (-1.81030, -0.37591, 1.31528)  0.2655
H (2.48965, 0.13203, -0.00077)  0.2018
H (-1.32890, -2.61921, -0.14554)  0.2591

Forces on the atoms, in the same order (eV/Å):
-2.45 4.23 -0.30
-0.65 0.70 0.25
1.64 -2.98 0.60
0.90 1.39 -0.36
0.44 -1.56 -0.29
-0.61 1.65 -0.14
2.19 -1.46 -0.58
0.01 -0.23 -0.05
0.43 -0.19 0.04
-0.25 -0.21 0.51
-1.79 0.45 0.33
0.13 -1.79 -0.02

E_HOMO (spin up / spin down)	-7.6 / -7.3	eV
energy above the lowest of the compared OMol25 structures with the same formula, charge and spin	45.9	kcal per mole
strongest force on any atom	4.9	eV/A
total energy	-1024.04360	Ha
Kohn-Sham gap (spin up / spin down)	7.46 / 7.98	eV



# 2
ORCA calculation (ωB97M-V/def2-TZVPD) on a cluster of 2 separate species, O2 in total.

Each line ends with the Mulliken charge.
Positions of all 2 atoms, in Å:
O (0.00000, 0.00000, 1.01670)  0.0000
O (0.00000, 0.00000, -1.01670)  0.0000

Forces on the atoms, in the same order (eV/Å):
0.00 0.00 -7.64
0.00 0.00 7.64

E_HOMO	-13.2	eV
energy above the lowest of the compared OMol25 structures with the same formula, charge and spin	164.3	kcal per mole
strongest force on any atom	7.6	eV/A
total energy	-150.03474	Ha
Kohn-Sham gap	7.17	eV



# 3
ORCA calculation (ωB97M-V/def2-TZVPD) on a cluster of 13 separate species, BH28O12 in total.

Each line ends with the Mulliken charge.
Positions of all 41 atoms, in Å:
B (0.17215, 0.26800, 0.17944)  -0.3430
H (1.10521, -0.27351, 0.19984)  -0.0048
H (0.22461, 1.09593, -0.51050)  -0.1099
H (-0.57130, -0.41352, -0.20406)  -0.0827
H (-0.08996, 0.62286, 1.16413)  -0.3745
O (0.57080, -2.65181, -0.08068)  -0.8057
H (0.68173, -2.95848, 0.81926)  0.2824
H (0.64610, -1.69946, -0.02069)  0.2263
O (-2.41824, -0.43825, 1.92402)  -0.4411
H (-2.04444, 0.04624, 2.66008)  0.4188
H (-1.90460, -0.15787, 1.16653)  0.3387
O (0.59585, 2.59117, -3.53799)  -0.6678
H (-0.23544, 2.97545, -3.81643)  0.3000
H (0.38774, 1.67465, -3.35656)  0.3759
O (-2.05344, -3.30793, 0.65236)  -0.5883
H (-1.40747, -2.65607, 0.38029)  0.3516
H (-2.89698, -2.92485, 0.41169)  0.3225
O (1.34596, -0.34313, 3.00535)  -0.7851
H (0.95223, -1.20522, 3.13955)  0.3252
H (1.13088, -0.11939, 2.09986)  0.6073
O (-1.67420, 2.74553, 0.02605)  -0.5425
H (-1.13788, 1.95938, -0.07674)  0.7617
H (-1.49423, 3.26312, -0.75876)  0.3718
O (0.97546, 2.75964, 1.35258)  -0.4998
H (0.52470, 2.03165, 0.92471)  0.7294
H (0.50463, 2.88223, 2.17691)  0.3346
O (3.24833, 1.38497, -0.15344)  -0.6104
H (2.29944, 1.45038, -0.04592)  0.3913
H (3.45482, 0.48059, 0.08255)  0.2919
O (-2.08461, -1.64223, -2.78840)  -0.6496
H (-2.77202, -0.98623, -2.67281)  0.2871
H (-1.26942, -1.14074, -2.77398)  0.4424
O (2.08510, -2.14034, -2.49373)  -0.7277
H (1.39735, -2.40616, -1.88334)  0.2566
H (2.80179, -2.75318, -2.32943)  0.3272
O (0.08058, -0.03498, -2.77158)  -1.0451
H (0.08538, 0.40060, -1.91924)  0.1497
H (0.76818, -0.69768, -2.70630)  0.3551
O (-0.94956, 0.76321, 3.91475)  -0.6603
H (-0.99129, 1.08141, 4.81654)  0.2901
H (-0.04382, 0.47408, 3.80395)  0.4005

Forces on the atoms, in the same order (eV/Å):
0.39 0.36 0.51
3.47 -1.54 0.04
0.41 3.02 -2.55
-3.34 -2.49 -1.29
-1.34 0.97 3.45
-0.10 -0.62 -0.18
0.15 -0.38 0.18
0.14 0.39 0.06
-0.96 -0.69 -0.59
0.57 0.51 1.16
0.33 0.17 -0.60
0.07 0.69 0.20
-0.13 0.15 -0.21
0.07 -0.66 -0.21
-0.24 -0.21 0.45
0.42 0.04 -0.45
-0.33 0.04 -0.05
0.28 0.01 0.70
-0.01 -0.42 0.09
0.04 0.11 -0.51
-0.35 0.24 0.62
0.16 -0.51 -0.22
0.09 0.34 -0.40
0.65 0.95 -0.03
-0.44 -0.38 -0.30
-0.25 0.08 0.59
0.27 0.25 -0.07
-0.06 0.07 -0.05
0.09 -0.27 0.04
-0.72 -0.70 0.21
-0.19 0.11 -0.06
0.43 0.45 -0.15
-0.08 0.44 -0.32
-0.18 -0.59 0.44
0.18 -0.06 -0.03
-0.31 0.16 -0.47
0.04 0.03 0.35
0.84 -0.25 -0.33
-0.72 0.43 0.10
-0.31 0.11 0.22
0.93 -0.35 -0.34

E_HOMO (spin up / spin down)	-11.0 / -10.6	eV
expectation value of S²	0.757
energy above the lowest of the compared OMol25 structures with the same formula, charge and spin	0.0	kcal per mole
strongest force on any atom	4.4	eV/A
total energy	-944.23791	Ha
Kohn-Sham gap (spin up / spin down)	10.77 / 3.11	eV
multiplicity	2



# 4
ORCA calculation (ωB97M-V/def2-TZVPD) on a cluster of 2 separate species, C12H32O2PS in total.

Each line ends with the Mulliken charge.
Positions of all 48 atoms, in Å:
C (3.20356, -1.66268, 2.09285)  -0.4193
O (4.41895, -1.63893, 1.37216)  -0.3933
C (4.24880, -1.78543, -0.04269)  -0.5175
C (4.67518, -0.52029, -0.78398)  -0.8442
C (3.52788, 0.43047, -1.17018)  -0.4302
C (3.21051, 1.49098, -0.12185)  -0.3651
C (2.45894, 2.68148, -0.73195)  -1.1187
C (1.07174, 2.33874, -1.24199)  -0.6309
C (0.12058, 1.74970, -0.19013)  -0.1138
C (-1.26080, 1.52730, -0.79473)  -0.8957
C (-2.32329, 1.09433, 0.21607)  -0.6848
C (-3.54727, 0.52075, -0.49718)  -0.6394
C (-4.80974, 0.45816, 0.33628)  -1.0940
P (-6.16976, -0.57073, -0.58023)  -0.1030
S (-7.68863, -1.78002, -1.76176)  -0.5304
H (2.47471, -0.94845, 1.70770)  0.0251
H (3.42262, -1.36044, 3.10917)  0.2653
H (2.72823, -2.64134, 2.08304)  0.3091
H (3.20517, -1.99949, -0.25687)  0.3510
H (4.88972, -2.60446, -0.36188)  0.3535
H (5.34937, 0.02716, -0.13475)  0.3481
H (5.20998, -0.77935, -1.69179)  0.3868
H (3.79986, 0.91593, -2.10398)  0.4287
H (2.62166, -0.13395, -1.37990)  0.2031
H (4.13564, 1.87748, 0.29853)  0.5695
H (2.61516, 1.04516, 0.66707)  -0.0860
H (2.44123, 3.52851, -0.04984)  0.3748
H (3.05314, 2.99929, -1.58988)  0.3700
H (1.12668, 1.60310, -2.03975)  0.2616
H (0.58102, 3.20591, -1.67994)  0.5044
H (0.51060, 0.76779, 0.06366)  0.0751
H (0.07814, 2.38452, 0.69190)  0.3423
H (-1.62132, 2.42912, -1.28319)  0.3551
H (-1.17095, 0.71523, -1.51251)  0.3089
H (-2.61707, 1.96057, 0.80765)  0.2711
H (-1.90303, 0.37592, 0.92042)  0.3613
H (-3.74712, 1.16998, -1.34563)  0.2951
H (-3.29702, -0.47189, -0.87390)  0.3979
H (-5.20811, 1.46868, 0.41949)  0.4316
H (-4.63114, 0.04906, 1.32913)  0.3546
H (-5.52860, -0.29240, -1.87162)  -0.0741
H (-7.02111, 0.60238, -0.78687)  -0.0457
H (-6.85423, -0.90064, 0.66403)  -0.0250
H (-5.30184, -1.75876, -0.45288)  -0.0101
H (-7.96428, -2.79412, -0.92684)  0.0722
O (2.21013, -4.65835, 3.77793)  -0.6166
H (2.78297, -5.03946, 3.10346)  0.3166
H (2.49318, -5.07652, 4.59813)  0.3047

Forces on the atoms, in the same order (eV/Å):
-0.03 0.24 -0.08
-0.20 -0.01 -0.24
0.44 0.46 0.40
-0.71 0.22 -0.02
0.23 -0.10 0.23
-0.21 0.40 -0.44
0.23 -0.33 -0.38
-0.55 -0.10 0.51
0.12 0.11 -0.94
-0.02 -0.36 0.89
0.04 0.15 -0.24
0.15 0.27 0.57
-0.47 -0.19 -0.70
1.37 0.70 0.65
-0.63 -0.44 -0.58
-0.04 0.16 -0.20
0.09 -0.16 0.24
0.04 -0.22 0.09
-0.14 -0.30 -0.15
-0.11 -0.30 0.01
0.39 -0.01 0.07
0.17 -0.21 -0.11
0.02 0.24 -0.16
-0.11 -0.20 -0.14
0.18 -0.10 0.22
0.06 0.00 0.39
-0.16 0.03 0.25
0.13 0.24 -0.09
0.18 -0.10 -0.29
0.11 0.28 -0.07
0.03 -0.14 0.54
0.01 0.04 0.24
0.04 0.09 -0.33
-0.02 0.08 -0.48
-0.08 0.16 0.16
0.03 -0.20 0.08
-0.02 -0.03 -0.36
-0.03 -0.16 -0.20
-0.07 0.21 0.33
0.01 -0.15 0.15
-0.12 -0.11 -0.06
-0.16 -0.10 0.11
-0.14 -0.01 -0.01
-0.17 -0.09 0.04
0.11 0.09 0.11
0.11 -0.11 0.03
-0.05 0.04 0.02
-0.05 0.05 -0.04

E_HOMO	-3.5	eV
strongest force on any atom	1.7	eV/A
total energy	-1366.34145	Ha
charge	-1
Kohn-Sham gap	5.62	eV



# 5
ORCA calculation (ωB97M-V/def2-TZVPD) on a cluster of 2 separate species, C7H13N2 in total.

Each line ends with the Mulliken charge.
Positions of all 22 atoms, in Å:
C (0.49365, -0.70639, 2.03212)  -0.8278
C (1.30518, -1.04646, 0.89085)  -0.2269
C (-0.82493, -0.37872, 1.81537)  -0.6219
C (0.94535, -0.86646, -0.41381)  0.8393
C (-1.27604, -0.13514, 0.48159)  -0.0735
C (-0.39663, -0.43996, -0.67650)  0.1108
C (1.98173, -1.23063, -1.48520)  -1.3113
N (-0.95796, -0.18862, -1.86681)  -0.4190
N (-0.96645, 2.66354, 0.51411)  -0.8292
H (0.86930, -0.85678, 3.01137)  0.4512
H (2.18076, -1.63571, 0.93054)  0.3831
H (-1.44511, 0.01208, 2.53833)  0.5024
H (-2.42201, -0.36954, 0.30288)  0.3661
H (-1.16909, 1.14911, 0.26428)  0.3319
H (2.61904, -0.42945, -2.02619)  0.2765
H (1.53680, -1.89088, -2.30496)  0.3405
H (2.77162, -1.80829, -0.95024)  0.3498
H (-1.87907, -0.44818, -2.08614)  0.2092
H (-0.51555, -0.30468, -2.72999)  0.2462
H (-0.31859, 2.77315, 1.32495)  0.3096
H (-1.87874, 3.04301, 0.82913)  0.3025
H (-0.65327, 3.09501, -0.39569)  0.2904

Forces on the atoms, in the same order (eV/Å):
-0.88 -0.57 -1.32
-1.58 0.07 0.32
2.79 0.41 -1.61
-0.10 0.95 -1.42
-1.46 -0.70 -2.21
-0.79 0.04 1.58
0.61 -0.52 -1.09
0.55 -0.17 -0.29
-0.21 0.28 -0.22
0.35 -0.01 0.72
1.21 -0.03 1.03
-1.31 0.05 2.00
2.26 0.79 0.22
-0.04 -0.44 1.13
-1.61 -0.69 1.05
0.59 0.81 1.11
-0.63 0.11 -0.61
-1.81 0.00 0.81
1.92 -0.13 -1.04
-0.36 0.09 -1.34
0.81 -0.12 -0.62
-0.31 -0.23 1.79

E_HOMO	-12.7	eV
energy above the lowest of the compared OMol25 structures with the same formula, charge and spin	44.0	kcal per mole
strongest force on any atom	3.2	eV/A
total energy	-383.74703	Ha
charge	+1
Kohn-Sham gap	8.52	eV